Entry from the Open Molecules 2025 dataset: a molecular structure, C46H39CaF5N6O8 (ωB97M-V with the def2-TZVPD basis set).

The value obtained for the energy above the lowest of the compared OMol25 structures with the same formula, charge and spin is 0.0 kcal/mol. The molecular weight is 938.9 g/mol. The LUMO energy is -0.458 eV. The HOMO energy comes out at -7.212 eV.

ORCA input file:
```
! wB97M-V def2-TZVPD RIJCOSX def2/J DEFGRID3
* xyz 0 1
Ca 0.499 -2.230 0.245
F 3.118 -1.620 -1.445
F 3.723 -0.175 -3.636
F -0.389 -1.391 -5.585
F 1.969 -0.034 -5.709
F -1.001 -2.871 -3.440
O 1.039 -5.612 -1.012
O 0.727 2.338 1.740
O 3.011 3.766 -1.273
O -1.356 -2.643 2.018
O 0.343 -5.395 -3.116
O -1.546 -1.195 -0.431
O 4.791 -0.280 3.527
O -3.589 -2.670 1.972
N 3.295 -0.286 1.422
N -4.003 1.109 0.277
N -1.245 -4.160 -0.225
N -3.376 0.181 -0.553
N 3.167 1.523 0.021
N 1.280 0.137 0.284
C -2.442 -3.843 0.264
C 3.989 2.708 2.036
C 3.455 3.892 0.012
C 3.681 -2.212 4.513
C 0.184 -5.304 -1.787
C 4.322 3.917 2.640
C -2.343 -5.343 -1.978
C 2.562 -0.841 -3.567
C -3.131 1.329 1.324
C -2.078 0.480 1.259
C -2.383 -3.001 1.498
C 2.673 -3.166 4.379
C -3.579 -4.999 -1.465
C 2.988 -1.300 2.389
C 0.278 2.363 0.456
C 1.672 -0.759 -4.625
C 5.701 -0.274 4.606
C 0.693 3.548 2.473
C 2.666 4.945 -1.971
C -3.638 -4.231 -0.312
C -6.170 -1.721 -2.063
C 1.992 -2.247 2.203
C -3.511 -1.098 -2.593
C -4.222 -1.917 -3.456
C -5.464 -0.918 -1.179
C -2.219 -0.276 0.046
C 1.859 -3.169 3.261
C 4.225 5.103 1.939
C 2.512 0.427 0.609
C 0.208 -2.184 -3.412
C 0.070 1.137 -1.599
C -4.137 -0.609 -1.454
C 0.474 -1.449 -4.555
C -1.198 -4.899 -1.323
C 1.027 -2.284 -2.321
C 3.789 5.091 0.616
C 3.551 2.680 0.721
C -0.907 3.321 -1.407
C 0.556 1.206 -0.302
C 3.832 -1.272 3.512
C -5.551 -2.225 -3.198
C -4.594 2.240 -0.434
C -3.378 2.429 2.294
C 2.212 -1.603 -2.464
C -0.666 2.182 -2.152
C -0.432 3.417 -0.099
H -0.621 4.313 0.476
H -5.321 1.866 -1.151
H -4.579 -3.929 0.123
H 2.772 1.762 -0.878
H 2.545 -3.910 5.157
H 2.241 4.623 -2.917
H 3.544 5.567 -2.160
H 1.921 5.522 -1.416
H -1.027 2.104 -3.170
H -6.107 -2.851 -3.884
H -5.928 -0.540 -0.277
H 1.162 3.333 3.429
H 5.188 -0.119 5.559
H 4.058 1.791 2.605
H 6.383 0.554 4.426
H -3.439 -2.108 2.749
H -3.728 -2.304 -4.338
H 1.093 -3.938 3.202
H -7.206 -1.958 -1.857
H 0.274 0.243 -2.174
H 4.661 3.918 3.668
H -5.112 2.870 0.285
H -3.174 3.395 1.827
H -0.287 -4.805 -3.558
H -4.488 -5.322 -1.954
H 6.268 -1.207 4.653
H -2.477 -0.852 -2.784
H -0.335 3.886 2.640
H -1.255 0.394 1.950
H 3.714 6.018 0.065
H 1.260 4.332 1.963
H -2.710 2.318 3.146
H -1.453 4.152 -1.837
H 4.491 6.043 2.406
H -2.257 -5.952 -2.867
H -4.409 2.429 2.648
H -3.825 2.815 -0.956
H 4.322 -2.215 5.383
H 4.261 0.001 1.410
*
```

These are the Löwdin partial charges, in e, on atoms 1 to 5: 1.3259, 0.0425, 0.1059, 0.0921, 0.1109

---

Entry from the Open Molecules 2025 dataset: a molecular structure, C46H40AsMgNO6P2S (ωB97M-V with the def2-TZVPD basis set).

The value obtained for the energy above the lowest of the compared OMol25 structures with the same formula, charge and spin is 51.0 kcal/mol. The molecular weight is 896.1 g/mol. The LUMO energy is -0.138 eV. The HOMO energy comes out at -7.313 eV.

ORCA input file:
```
! wB97M-V def2-TZVPD RIJCOSX def2/J DEFGRID3
* xyz 0 1
As 3.436 1.254 -0.249
S -2.140 -0.307 -0.722
P -0.935 2.228 0.702
P -0.935 -1.320 2.093
Mg 0.525 0.119 -0.131
O 2.932 -3.091 0.254
O -1.494 -5.444 -2.882
O 1.803 1.636 -0.144
O -2.684 -0.160 -2.088
O 1.931 -1.008 0.471
O 0.155 -5.593 -4.402
N 0.617 -1.279 -1.759
C 3.242 -3.339 2.673
C -4.526 0.274 0.500
C -2.197 -3.756 1.395
C -0.769 3.218 -1.859
C -0.421 3.035 2.237
C -3.761 -0.387 4.873
C -1.000 3.561 -0.533
C -3.105 -2.815 -1.055
C -2.456 -1.979 -0.165
C 3.840 0.404 -1.916
C 1.363 -1.982 3.465
C -2.978 -0.435 3.734
C -0.274 -2.564 -3.564
C -2.853 -4.609 0.518
C 0.561 -2.300 2.438
C 1.722 -2.284 0.165
C -4.928 2.265 1.776
C 2.709 -2.533 3.592
C -0.454 3.215 4.637
C -5.390 1.080 1.221
C -1.591 -2.105 4.750
C 0.779 -3.666 -1.745
C 2.479 -3.747 1.452
C -2.375 -2.053 5.893
C 0.059 -3.763 -2.933
C -1.952 -2.430 1.053
C 4.308 2.974 -0.252
C 1.156 4.458 3.365
C -1.387 5.839 -1.206
C -1.159 5.488 -2.529
C -0.960 2.674 3.467
C -3.200 0.656 0.356
C 0.657 3.916 2.196
C 0.009 -1.370 -2.944
C -3.285 -4.149 -0.714
C 1.082 -3.143 1.324
C -1.312 4.879 -0.213
C 1.034 -2.430 -1.191
C 4.327 0.302 1.160
C 0.598 4.115 4.588
C -2.714 1.839 0.910
C -0.449 -5.104 -3.457
C -0.856 4.176 -2.856
C -3.458 -1.194 5.960
C -1.884 -1.292 3.659
C -3.605 2.641 1.622
H -1.221 6.237 -3.304
H 3.900 0.600 2.119
H 2.527 -4.837 1.311
H -0.882 2.929 5.585
H 1.108 4.167 1.243
H -4.871 -0.647 0.055
H 4.183 -0.766 1.021
H -4.608 0.282 4.909
H -1.494 5.160 0.817
H -0.533 2.194 -2.128
H 5.376 2.868 -0.449
H 1.115 -4.561 -1.237
H -0.303 -0.434 -3.389
H -3.232 0.194 2.894
H 3.277 -2.263 4.472
H 4.921 0.414 -2.080
H -3.721 -4.826 -1.425
H 4.162 3.431 0.732
H -0.755 -2.789 4.708
H -5.603 2.900 2.327
H -1.626 6.859 -0.949
H 3.331 0.957 -2.715
H -3.255 3.564 2.064
H -2.986 -5.647 0.777
H 0.986 4.545 5.500
H 3.473 -0.621 -1.883
H 3.848 3.607 -1.011
H -0.685 3.896 -3.885
H -6.421 0.787 1.350
H -2.139 -2.696 6.729
H -3.411 -2.433 -2.015
H -0.783 -2.571 -4.514
H -1.834 -4.132 2.343
H 4.238 -3.735 2.799
H -1.769 1.956 3.523
H 1.042 -1.280 4.224
H 1.986 5.147 3.323
H 0.342 -3.850 0.945
H -4.064 -1.155 6.851
H 5.381 0.587 1.113
*
```

These are the Löwdin partial charges, in e, on atoms 1 to 5: 1.0391, 0.8684, 1.0618, 1.1408, 0.4452

---

Entry from the Open Molecules 2025 dataset: a molecular structure, C46H40BrIN6O8SW (ωB97M-V with the def2-TZVPD basis set).

The value obtained for the energy above the lowest of the compared OMol25 structures with the same formula, charge and spin is 0.0 kcal/mol. The molecular weight is 1227.6 g/mol. The LUMO energy is -1.871 eV. The HOMO energy comes out at -7.836 eV.

ORCA input file:
```
! wB97M-V def2-TZVPD RIJCOSX def2/J DEFGRID3
* xyz 0 1
W -0.821 0.875 0.697
I -0.421 -3.262 -0.035
Br 0.049 2.577 -1.037
S 2.002 0.687 0.658
O -1.488 6.029 2.725
O 1.090 1.576 1.513
O -2.679 0.264 1.297
O 2.832 -0.158 1.452
O 0.796 -0.125 0.035
O -1.228 -0.340 6.405
O 2.707 1.394 -0.375
O 5.774 -0.439 -4.138
N 0.369 -1.057 -2.994
N -5.076 0.470 3.913
N 4.527 -0.201 -2.238
N -1.179 1.949 2.561
N 3.598 0.116 -4.378
N -0.436 -0.895 2.298
C -4.289 -0.382 -3.113
C -3.919 3.727 -2.468
C -2.378 -1.096 6.023
C -3.482 3.721 -3.784
C 2.934 -3.427 2.673
C -2.594 -0.523 -1.217
C 6.291 -1.744 -1.555
C -2.098 1.809 -3.307
C -3.910 -3.089 -3.612
C -3.375 -1.095 -2.335
C 5.804 0.181 -0.210
C 2.281 -0.365 -4.263
C -4.798 -2.362 -4.392
C 2.693 -2.414 3.591
C -2.142 0.730 -1.040
C 7.523 -1.371 0.495
C 4.718 -0.190 -3.586
C -5.314 1.078 1.574
C 0.305 -1.165 -5.369
C -1.311 2.699 1.485
C -1.367 4.693 2.691
C 5.559 -0.586 -1.340
C 1.588 -0.659 -5.436
C 1.601 -0.563 -3.062
C 1.596 -1.596 3.428
C -4.368 -0.029 4.945
C -0.264 -1.369 -4.120
C -1.160 3.922 3.848
C 8.573 -1.790 1.492
C 7.268 -2.122 -0.647
C -3.453 2.769 -1.577
C -2.489 -0.460 3.557
C 2.054 -3.629 1.623
C 0.716 -1.773 2.365
C -1.415 4.064 1.457
C -1.221 -1.098 3.296
C -3.099 -0.534 4.825
C -2.548 1.799 -1.990
C -3.183 0.110 2.505
C 0.940 -2.813 1.479
C -1.052 2.558 3.748
C 6.772 -0.218 0.698
C -2.566 2.760 -4.198
C -3.220 -2.461 -2.588
C -4.524 0.531 2.720
C -4.993 -1.013 -4.128
H -1.483 4.613 0.529
H 3.918 0.138 -5.335
H -3.792 2.769 -0.548
H -6.307 1.356 1.917
H 1.436 -0.752 4.091
H -2.343 -1.271 -0.477
H -5.345 -2.846 -5.191
H -3.760 -4.145 -3.795
H -2.210 2.759 -5.221
H -3.044 -1.069 6.882
H -1.391 6.357 3.626
H 7.840 -3.024 -0.831
H -4.464 0.667 -2.926
H -3.845 4.463 -4.483
H 2.068 -0.504 -6.397
H -1.268 -1.768 -4.022
H -0.920 -1.875 3.999
H 3.803 -4.063 2.771
H 6.105 -2.337 -2.440
H -0.912 1.938 4.625
H -2.102 -2.144 5.860
H -1.084 4.392 4.820
H -2.541 -3.039 -1.973
H -1.373 1.068 -3.619
H 2.046 -0.318 -2.112
H 6.948 0.386 1.582
H -0.239 -1.409 -6.271
H -4.866 -0.027 5.908
H 3.783 0.351 -1.828
H -4.628 4.476 -2.134
H 9.139 -2.647 1.128
H 3.377 -2.242 4.410
H 2.219 -4.430 0.917
H -5.699 -0.443 -4.717
H -5.390 0.336 0.776
H 5.221 1.076 -0.037
H -4.814 1.946 1.144
H -0.581 -0.370 5.693
H 9.276 -0.979 1.687
H 8.119 -2.067 2.446
*
```

These are the Löwdin partial charges, in e, on atoms 1 to 5: 1.7070, 1.0890, 0.6025, 0.3338, 0.1060

---

Entry from the Open Molecules 2025 dataset: a molecular structure, C46H41IrN6O2PS2 (ωB97M-V with the def2-TZVPD basis set).

The value obtained for the energy above the lowest of the compared OMol25 structures with the same formula, charge and spin is 89.9 kcal/mol. The molecular weight is 997.2 g/mol. The LUMO energy (spin up / spin down) is -9.824 / -9.826 eV. The HOMO energy (spin up / spin down) comes out at -14.497 / -14.497 eV.

ORCA input file:
```
! wB97M-V def2-TZVPD RIJCOSX def2/J DEFGRID3
* xyz 3 1
Ir -0.035 -0.046 -0.225
S 0.882 -2.136 -1.097
S 1.679 0.937 -1.987
P -1.866 1.656 2.498
O 1.546 -1.917 0.195
O 2.745 -0.041 -1.798
N 0.709 2.519 3.232
N -3.313 2.773 0.381
N -2.636 -0.936 3.258
N -1.844 1.307 -0.346
N -1.343 -0.948 1.477
N 0.740 1.277 1.422
C 4.163 -3.560 -3.049
C -2.649 -6.978 -0.368
C 2.209 4.605 -3.612
C 0.000 -3.695 -0.976
C 3.212 -3.342 -2.074
C 4.076 -2.907 -4.294
C -2.456 -2.231 2.902
C 3.277 4.426 -4.499
C -4.035 3.650 1.266
C 0.290 -4.624 0.012
C -0.407 1.105 -3.763
C -0.133 -1.486 -4.793
C 3.934 -1.506 -6.722
C -1.292 0.667 -4.709
C 2.959 -1.311 -5.771
C 2.002 2.405 2.844
C 2.349 2.314 -2.957
C 3.425 2.111 -3.805
C 2.993 -2.017 -4.551
C 1.996 -1.834 -3.554
C -3.516 2.639 -0.951
C 5.053 -3.092 -5.299
C -0.537 -5.721 0.171
C -0.088 -2.814 -5.270
C 0.622 0.267 -3.311
C -1.057 -3.282 -6.122
C -1.680 -5.880 -0.616
C 2.013 1.628 1.715
C -3.438 -0.474 4.361
C -1.202 -0.646 -5.214
C -1.105 -3.856 -1.803
C -2.093 -2.444 -6.558
C 3.753 5.559 -5.329
C 0.820 -0.993 -3.847
C 1.750 3.559 -2.838
C -1.945 -0.175 2.381
C 2.139 -2.507 -2.350
C 3.880 3.166 -4.573
C -2.159 -1.147 -6.119
C -2.603 1.722 -1.393
C 0.231 3.274 4.362
C 4.975 -2.409 -6.492
C -1.928 -4.947 -1.630
C -1.650 -2.226 1.795
C -0.043 1.821 2.354
C -2.302 1.952 0.731
H -2.829 -2.819 -7.252
H 4.260 5.215 -6.226
H -0.478 4.038 4.038
H 2.811 2.871 3.371
H -1.316 -3.115 -2.561
H -4.631 4.344 0.676
H -2.896 -3.051 3.435
H 4.708 3.012 -5.249
H -3.337 4.215 1.884
H -2.835 0.096 5.068
H 3.894 1.141 -3.850
H -2.073 1.319 -5.069
H -0.302 -6.452 0.928
H -2.867 -7.513 -1.291
H -4.253 0.159 4.010
H 4.469 6.163 -4.766
H 0.717 -3.461 -4.956
H -2.785 -5.076 -2.272
H -3.596 -6.564 -0.016
H -4.274 3.180 -1.482
H -1.282 -3.064 1.240
H -0.468 2.114 -3.386
H 1.741 5.575 -3.533
H -3.859 -1.338 4.873
H -1.025 -4.307 -6.462
H 2.929 6.217 -5.596
H -2.473 1.330 -2.380
H 5.724 -2.559 -7.253
H 1.074 3.759 4.850
H 3.892 -0.961 -7.651
H 2.156 -0.614 -5.957
H 2.843 1.306 1.118
H 3.287 -3.813 -1.107
H 5.873 -3.768 -5.116
H -2.284 -7.684 0.372
H 0.943 3.703 -2.136
H -0.263 2.622 5.083
H -2.951 -0.489 -6.442
H 4.987 -4.232 -2.859
H -4.698 3.081 1.920
H 1.141 -4.470 0.657
*
```

These are the Löwdin partial charges, in e, on atoms 1 to 5: 1.1843, 0.9224, 0.9528, 1.2177, -0.4193

---

> Look up the molecular weight of the first one.

938.9 g/mol